# C19H43OP3SScSe

A structure of composition C19H43OP3SScSe in a non-equilibrium geometry (ωB97M-V with the def2-TZVPD basis set, the Open Molecules 2025 dataset).

Each line ends with the Mulliken charge.
Element x y z (Å)
1 Sc 0.9800 0.0083 -0.0684  -1.8920
2 P 3.2192 0.4279 -0.2791  1.9093
3 P 0.5977 0.0080 2.2050  1.5956
4 P 0.3598 2.2361 -0.1870  0.8788
5 H -1.2117 -1.2732 -1.3758  0.1840
6 C -0.7302 -0.2933 -1.3886  -0.5291
7 C 0.4869 -0.1287 -2.1706  -0.5527
8 H 0.8856 -0.9870 -2.7041  0.4326
9 C 4.4345 -0.9318 -0.6215  -1.4164
10 C 4.2219 1.2969 1.0226  -1.3806
11 C 3.6594 1.4862 -1.7379  -1.2759
12 C -1.1328 -0.2398 2.8466  -1.3721
13 C 1.4502 -1.2240 3.3075  -1.2498
14 C 1.0283 1.4849 3.2519  -1.2162
15 C 0.0401 2.9772 -1.8528  -1.4560
16 C 1.4088 3.6091 0.4826  -1.2484
17 C -1.2585 2.6818 0.5926  -1.1897
18 H -1.4835 0.4960 -1.4231  0.4365
19 H 0.6158 0.7798 -2.7523  0.3163
20 H 4.0709 -1.5483 -1.4490  0.3455
21 H 4.5453 -1.5637 0.2628  0.3833
22 H 5.4167 -0.5225 -0.8869  0.5190
23 H 4.2332 0.6815 1.9280  0.3842
24 H 3.7595 2.2553 1.2713  0.3475
25 H 5.2556 1.4731 0.6987  0.5109
26 H 3.2888 0.9949 -2.6419  0.3355
27 H 4.7420 1.6415 -1.8226  0.5449
28 H 3.1672 2.4591 -1.6621  0.2706
29 H -1.1750 -0.2218 3.9430  0.4323
30 H -1.5200 -1.1957 2.4862  0.3536
31 H -1.7798 0.5456 2.4483  0.3181
32 H 1.1792 -1.0597 4.3569  0.5406
33 H 2.5334 -1.1131 3.1978  0.3630
34 H 1.1820 -2.2476 3.0378  0.3436
35 H 0.8190 1.2825 4.3086  0.5542
36 H 0.4520 2.3621 2.9501  0.3900
37 H 2.0914 1.7138 3.1367  0.3395
38 H -0.2949 4.0130 -1.7329  0.5158
39 H -0.7324 2.4116 -2.3793  0.4345
40 H 0.9518 2.9622 -2.4553  0.3342
41 H 0.8799 4.5662 0.4117  0.5235
42 H 2.3328 3.6773 -0.0975  0.4095
43 H 1.6733 3.4236 1.5242  0.3041
44 H -1.5372 3.7172 0.3658  0.5265
45 H -1.2071 2.5610 1.6765  0.3211
46 H -2.0262 2.0043 0.2099  0.2263
47 C -5.5201 -0.8325 -0.3223  0.4975
48 C -4.7460 -0.9903 -1.4765  0.4170
49 C -5.3696 -1.1041 -2.7185  -0.5411
50 C -6.7604 -1.0620 -2.8207  -0.4595
51 C -7.5283 -0.9043 -1.6663  -0.5924
52 C -6.9156 -0.7896 -0.4197  -0.4626
53 Se -4.7376 -0.6687 1.4252  0.3549
54 H -3.3501 -0.7754 0.9444  0.0108
55 H -3.6626 -1.0247 -1.4105  0.0705
56 H -4.7602 -1.2265 -3.6096  0.4167
57 H -7.2410 -1.1510 -3.7902  0.4349
58 H -8.6122 -0.8698 -1.7320  0.4188
59 H -7.5237 -0.6672 0.4724  0.3870
60 C 2.1068 -4.1280 0.7646  -1.3872
61 S 1.4995 -2.5238 0.1241  0.8797
62 C 1.5784 -3.1038 -1.6193  -1.0706
63 O 0.1545 -2.7429 0.8346  -0.6004
64 H 1.4018 -4.9550 0.5305  0.4501
65 H 3.1227 -4.3368 0.3683  0.4624
66 H 2.2060 -4.0640 1.8674  0.3624
67 H 1.9189 -4.1558 -1.7090  0.4584
68 H 0.5606 -3.0885 -2.0594  0.3436
69 H 2.3052 -2.5231 -2.2116  0.3029

charge = +3
HOMO (spin up / spin down) = -17.7 / -16.4 eV
molar mass = 536.5 g mol⁻¹


# C12H10ClPS

The molecule C12H10ClPS in a non-equilibrium geometry (ωB97M-V with the def2-TZVPD basis set, the Open Molecules 2025 dataset).

Each line ends with the Mulliken charge.
Element x y z (Å)
1 Cl -0.2370 -3.8394 0.2561  -0.2693
2 P -0.1569 -2.4277 -1.1960  -0.0787
3 C -1.5027 -1.5035 -0.4911  0.6369
4 C -2.5662 -1.0394 -1.2654  -0.4165
5 C -3.3693 0.0639 -0.9362  -0.5113
6 S -4.6136 0.1256 0.4037  -0.1554
7 C -2.9334 0.8362 0.3433  -0.6024
8 C -1.9672 0.2111 1.1807  -0.7811
9 C -1.3469 -0.9608 0.8569  -0.3250
10 C 1.1210 -1.1629 -0.6605  0.5115
11 C 1.9498 -1.4528 0.3832  -0.1202
12 C 2.7376 -0.5501 0.9673  -0.4875
13 C 2.7818 0.7110 0.4905  -0.5303
14 C 2.0540 1.0026 -0.6589  -0.5620
15 C 1.1810 0.0605 -1.1869  -0.1852
16 H -2.5927 -1.4985 -2.2328  0.3740
17 H -3.8712 0.5127 -1.7955  0.5367
18 H -2.9139 1.8333 0.1122  0.6063
19 H -1.6746 0.7261 2.0992  0.3793
20 H -0.6635 -1.3298 1.5784  0.4736
21 H 1.9723 -2.5143 0.6914  0.2234
22 H 3.3623 -0.7239 1.8591  0.3474
23 H 3.3595 1.4912 0.9608  0.3979
24 H 1.9905 1.9845 -1.0574  0.4036
25 H 0.6011 0.2746 -2.2333  0.1343

charge = 0
HOMO = -8.5 eV
molar mass = 252.7 g mol⁻¹
SMILES string = ClP(C1=C[C@H]2S[C@H]2C=C1)c1ccccc1


# C26H55BrN2O8P

A structure of composition C26H55BrN2O8P (ωB97M-V with the def2-TZVPD basis set, the Open Molecules 2025 dataset).

Each line ends with the Mulliken charge.
Element x y z (Å)
1 C -1.0893 -3.8065 -5.7333  -0.7673
2 P 0.2921 -2.7577 -6.2809  0.0993
3 O -0.4603 -1.4136 -6.6853  -0.2339
4 N 0.9971 -2.1455 -4.5829  0.0469
5 Br 1.7519 -3.7274 -3.8508  0.1094
6 C -0.0781 -1.6090 -3.6639  0.0119
7 C 0.2600 -0.3742 -2.8160  -1.1251
8 N 1.6448 0.0570 -2.9716  -0.3027
9 C 1.9172 0.2043 -4.3894  -0.6371
10 C 2.1051 -1.1751 -4.9526  -0.4061
11 H -1.3490 -3.7022 -4.6880  0.2055
12 H -1.9681 -3.5346 -6.3148  0.3683
13 H -0.8264 -4.8388 -5.9441  0.4240
14 H -1.4291 -1.4345 -6.5502  0.3322
15 H -0.3374 -2.4339 -3.0164  0.5066
16 H -0.9518 -1.4094 -4.2625  -0.0920
17 H -0.4221 0.4227 -3.1289  0.5345
18 H 0.0538 -0.5812 -1.7701  0.3487
19 H 1.7104 0.9656 -2.5269  0.2207
20 H 2.8769 0.6964 -4.5211  0.4495
21 H 1.1442 0.7733 -4.9170  0.2995
22 H 3.0275 -1.5716 -4.5482  0.3290
23 H 2.1959 -1.1665 -6.0362  0.3112
24 C 2.7117 -2.1857 -0.4887  -0.7175
25 C 3.2724 -1.7768 0.8560  0.6569
26 O 3.3868 -0.6106 1.1480  -0.5568
27 C 3.6476 -2.8831 1.8090  -1.2217
28 H 2.4747 -1.2902 -1.0587  0.0398
29 H 3.4303 -2.7901 -1.0460  0.4701
30 H 1.8085 -2.7842 -0.3419  0.3765
31 H 4.4220 -3.5136 1.3681  0.4093
32 H 2.7783 -3.5105 2.0188  0.3050
33 H 4.0138 -2.4560 2.7385  0.3115
34 C -5.5411 -1.5106 -3.8215  -1.3992
35 C -4.0722 -1.6861 -3.5530  0.8543
36 O -3.2803 -1.8159 -4.4701  -0.4434
37 C -3.6514 -1.6904 -2.1089  -0.6522
38 H -5.7282 -1.5219 -4.8920  0.3157
39 H -6.1053 -2.3112 -3.3408  0.4063
40 H -5.8841 -0.5661 -3.3955  0.3536
41 H -4.1593 -2.4941 -1.5744  0.4195
42 H -3.9253 -0.7557 -1.6199  0.1669
43 H -2.5785 -1.8348 -2.0293  -0.0355
44 C 0.2753 -1.0998 2.5547  -0.6101
45 C -0.2214 -1.8644 3.7593  0.7286
46 O -0.0596 -3.0598 3.8470  -0.5810
47 C -0.9141 -1.0622 4.8279  -0.7627
48 H 0.7451 -1.8001 1.8688  -0.1495
49 H -0.5554 -0.5988 2.0532  0.3286
50 H 1.0018 -0.3428 2.8535  0.3890
51 H -1.7907 -0.5641 4.4091  0.2626
52 H -0.2504 -0.2841 5.2136  0.0430
53 H -1.2226 -1.7176 5.6388  0.3165
54 C -2.2932 0.7147 -9.3164  -1.2333
55 C -2.9892 0.3610 -8.0295  0.9697
56 O -2.9562 -0.7648 -7.5777  -0.6404
57 C -3.7372 1.4652 -7.3297  -1.0962
58 H -1.7948 -0.1613 -9.7223  0.3055
59 H -3.0169 1.0925 -10.0401  0.4017
60 H -1.5614 1.5047 -9.1384  0.3353
61 H -4.5093 1.8672 -7.9873  0.3883
62 H -3.0546 2.2813 -7.0861  0.3318
63 H -4.1949 1.0837 -6.4206  0.2119
64 C -6.3850 1.2036 1.4720  -1.1770
65 C -4.9907 1.1712 0.9021  0.8537
66 O -4.5360 0.1700 0.3920  -0.5484
67 C -4.1872 2.4433 1.0051  -1.1014
68 H -6.8609 0.2353 1.3436  0.2863
69 H -6.3486 1.4545 2.5332  0.3545
70 H -6.9757 1.9729 0.9716  0.3581
71 H -4.0803 2.7336 2.0514  0.3470
72 H -4.7032 3.2548 0.4894  0.3467
73 H -3.2030 2.2981 0.5670  0.2589
74 C 2.5522 2.6239 7.7103  -1.0130
75 C 1.4340 1.7017 7.3057  0.8392
76 O 0.8685 1.8020 6.2393  -0.5705
77 C 1.0445 0.6349 8.3036  -1.0237
78 H 2.7496 3.3476 6.9256  0.2990
79 H 2.2891 3.1508 8.6287  0.3386
80 H 3.4610 2.0565 7.9092  0.2606
81 H 0.7327 1.0976 9.2412  0.3405
82 H 1.9010 -0.0056 8.5201  0.3222
83 H 0.2302 0.0329 7.9080  0.2024
84 C 7.3391 3.1629 8.3247  -1.0469
85 C 6.3726 4.3229 8.2883  0.7767
86 O 5.1771 4.1532 8.2373  -0.4793
87 C 6.9774 5.7055 8.3198  -1.1033
88 H 6.7916 2.2245 8.2979  0.2539
89 H 8.0180 3.2145 7.4719  0.3221
90 H 7.9431 3.2073 9.2324  0.3275
91 H 7.6445 5.8421 7.4670  0.3310
92 H 7.5694 5.8344 9.2274  0.3242
93 H 6.1891 6.4526 8.2897  0.2889

charge = +1
HOMO = -10.6 eV
molar mass = 634.6 g mol⁻¹